Formula: C58H71BGeN9P2Ti
Source: the Open Molecules 2025 dataset
Level of theory: ωB97M-V/def2-TZVPD

Each line ends with the Mulliken charge.
Positions of all 143 atoms, in Å:
Ti: -0.166598 -0.069491 -0.208263  0.01
C: -2.258917 4.393982 -3.183126  -1.92
C: -1.650465 3.781459 -1.919063  1.74
C: -0.236101 4.323858 -1.765363  -1.48
P: -1.697185 1.924166 -1.671431  1.25
C: -3.545868 1.596569 -1.669957  0.56
C: -4.286830 1.430137 -3.002502  -1.52
C: -4.037113 0.489866 -0.724682  -1.56
C: -0.803743 1.354985 -3.148052  1.03
C: -1.285796 1.675032 -4.422972  -0.59
C: -0.536317 1.508607 -5.569699  -1.40
C: 0.764943 1.050993 -5.429343  -0.73
C: 1.258255 0.707646 -4.186348  -0.32
C: 0.481947 0.799750 -3.021115  -0.63
N: 0.968704 0.285324 -1.774212  1.52
C: 2.308469 -0.275435 -1.889590  -1.92
C: 3.352062 0.621968 -2.111978  0.64
C: 4.654707 0.205153 -2.300419  -1.26
C: 4.948461 -1.150275 -2.254668  -1.21
C: 3.920772 -2.052973 -2.040873  -0.21
C: 2.588970 -1.652215 -1.869994  -0.07
P: 1.263617 -2.901822 -1.617453  1.46
C: 0.899344 -3.477028 -3.368958  0.75
C: 1.915931 -4.414483 -4.017736  -1.70
C: 0.681098 -2.283587 -4.285945  -1.71
C: 2.138581 -4.403635 -0.974367  0.38
C: 2.890349 -4.217486 0.338344  -1.29
C: 1.081309 -5.502949 -0.816784  -1.55
H: -2.301778 5.472962 -3.017034  0.51
H: -3.270325 4.069753 -3.405345  0.29
H: -1.632290 4.231038 -4.058201  0.45
H: -2.240757 4.145343 -1.083929  -0.25
H: 0.436470 3.881376 -2.506847  0.09
H: 0.169147 4.157237 -0.772880  -0.07
H: -0.243845 5.402587 -1.935323  0.67
H: -3.865341 2.549566 -1.229181  0.71
H: -3.881919 0.604890 -3.580878  0.16
H: -4.291748 2.315223 -3.629358  0.29
H: -5.329656 1.188370 -2.783459  0.42
H: -4.170200 -0.447130 -1.259909  0.44
H: -5.015947 0.776170 -0.333835  0.65
H: -3.378070 0.295009 0.119028  -0.19
H: -2.282540 2.070292 -4.513750  0.55
H: -0.946334 1.753958 -6.539611  0.46
H: 1.404658 0.937453 -6.295359  0.42
H: 2.257626 0.306457 -4.139757  0.45
H: 3.117291 1.679617 -2.149500  0.48
H: 5.434506 0.936289 -2.470114  0.44
H: 5.962290 -1.501422 -2.393836  0.46
H: 4.157057 -3.108907 -2.020570  0.42
H: -0.054122 -4.005708 -3.260306  0.69
H: 2.919331 -3.980532 -4.010418  0.29
H: 1.641464 -4.563391 -5.064860  0.46
H: 1.960796 -5.398446 -3.553921  0.35
H: 1.636711 -1.813989 -4.523880  0.36
H: 0.040820 -1.525104 -3.843879  -0.12
H: 0.229747 -2.603553 -5.228276  0.63
H: 2.852339 -4.723083 -1.735092  0.82
H: 2.193086 -4.183825 1.177449  0.10
H: 3.503051 -3.315815 0.359530  0.20
H: 3.551822 -5.072239 0.501253  0.56
H: 0.545614 -5.718132 -1.741495  0.39
H: 0.344969 -5.213897 -0.061560  0.05
H: 1.554319 -6.431233 -0.486707  0.40
C: -2.483156 -1.710123 -3.644714  -1.60
C: -2.166133 -1.935984 -2.204260  0.42
C: -2.530226 -3.048673 -1.433734  -1.86
C: -2.045257 -2.798918 -0.166521  -0.56
N: -1.415824 -1.621349 -0.175633  0.57
N: -1.503799 -1.084006 -1.417933  0.83
B: -0.412696 -2.261485 2.589343  -0.10
N: 0.906495 -1.842634 2.090996  0.89
C: 2.011668 -2.294940 2.730884  -0.39
C: 3.066853 -1.513211 2.394877  -2.13
C: 2.552031 -0.553525 1.513525  -0.08
C: 3.385779 0.532519 0.961571  -0.65
N: 1.235670 -0.725503 1.324565  0.92
N: -1.476283 -1.355036 2.948257  0.32
C: -2.179841 -1.444684 4.128551  -0.54
C: -3.093045 -0.448620 4.139234  -1.68
C: -2.897648 0.236706 2.910280  0.54
C: -3.707375 1.369476 2.403461  -0.44
N: -1.902956 -0.274864 2.217304  0.47
N: -0.612827 -3.649277 2.924786  0.92
C: -1.815896 -4.284348 3.178393  -0.45
C: -1.565362 -5.608808 3.292033  -1.35
C: -0.154724 -5.740050 3.103315  0.61
C: 0.663073 -6.991346 3.120607  -1.28
N: 0.402257 -4.578645 2.880643  -1.01
H: -2.115338 -2.545460 -4.241477  0.37
H: -3.563082 -1.655464 -3.789813  0.41
H: -2.028973 -0.798975 -4.022742  0.19
H: -3.073305 -3.916926 -1.770374  0.61
H: -2.087406 -3.418631 0.709592  0.38
H: 1.936675 -3.152935 3.377583  0.79
H: 4.088724 -1.600700 2.719993  0.56
H: 4.300665 0.107584 0.548537  0.58
H: 2.887353 1.114854 0.207011  -1.11
H: 3.652659 1.207565 1.777740  0.37
H: -1.940181 -2.193753 4.863948  0.67
H: -3.804017 -0.212493 4.911824  0.51
H: -4.742006 1.057010 2.248357  0.43
H: -3.704971 2.203249 3.104190  0.41
H: -3.308041 1.704686 1.456098  -0.70
H: -2.740967 -3.736990 3.222317  0.61
H: -2.276068 -6.396252 3.475394  0.49
H: 0.047379 -7.854976 3.362744  0.40
H: 1.123484 -7.159463 2.146877  0.19
H: 1.461004 -6.918765 3.858494  0.32
C: -2.341948 6.530471 1.996825  -0.90
C: -3.035608 5.477838 1.423185  -0.49
C: -2.407133 4.251716 1.231799  -0.67
C: -1.078960 4.032317 1.589596  0.65
C: -0.405605 5.111385 2.174965  -0.58
C: -1.021004 6.339531 2.374300  -0.88
Ge: -0.021660 2.336283 1.509411  4.58
C: 1.804998 3.087314 1.312257  -0.62
C: 2.394794 3.317724 0.068854  0.72
C: 3.662708 3.870863 -0.046016  -0.87
C: 4.383042 4.201581 1.094548  -0.84
C: 3.821489 3.976785 2.343123  -0.91
C: 2.547000 3.429933 2.446340  -0.01
C: -0.077323 1.873746 3.442021  -0.04
C: 0.775753 0.934240 4.028480  0.02
C: 0.720035 0.640038 5.385763  -0.70
C: -0.193099 1.291135 6.203287  -0.94
C: -1.031073 2.247575 5.652332  -0.77
C: -0.967946 2.534936 4.292725  -0.35
H: -2.824770 7.486442 2.151650  0.38
H: -4.068881 5.605501 1.123525  0.45
H: -2.992701 3.465208 0.783257  -0.09
H: 0.625144 5.005870 2.484237  0.31
H: -0.462775 7.149133 2.826791  0.46
H: 1.875424 3.017078 -0.833463  -0.49
H: 4.095304 4.038679 -1.025421  0.48
H: 5.372193 4.632650 1.010562  0.42
H: 4.374907 4.228331 3.239197  0.42
H: 2.134978 3.255246 3.433529  0.38
H: 1.522480 0.433570 3.432098  0.15
H: 1.405689 -0.085221 5.808410  0.51
H: -0.233030 1.072715 7.262760  0.37
H: -1.729961 2.782783 6.283439  0.45
H: -1.617635 3.305429 3.897884  0.28

Atoms 1-6, force components in eV/Å:
Ti -0.58 2.03 -0.49
C 0.01 -0.03 0.01
C 0.09 -0.02 0.15
C 0.04 -0.03 -0.05
P 0.35 -0.63 0.05
C -0.08 0.15 -0.02

## Properties
- Net charge: +1
- Molar mass: 1087.5 g mol⁻¹
- Maximum force: 2.2 eV Å⁻¹
- E_LUMO (alpha / beta): -2.782 / -2.899 eV
- DFT total energy: -173592.448 eV
- HOMO level (alpha / beta): -9.703 / -9.844 eV